# 1
A single C12H24BN5O4 molecule. Source: OMol25; level of theory: the ωB97M-V functional and the def2-TZVPD basis.

Cartesian coordinates (Å):
C  1.190  -3.591  0.803
C  1.551  -2.266  0.175
O  2.630  -1.804  0.496
N  0.730  -1.579  -0.759
C  -0.145  -2.350  -1.681
C  0.428  -2.102  -3.065
C  1.521  -1.000  -2.934
C  1.315  -0.446  -1.518
C  0.386  0.758  -1.468
O  0.604  1.672  -2.233
N  -0.623  0.679  -0.534
C  -1.617  1.720  -0.452
C  -2.354  1.869  0.880
C  -1.552  1.708  2.179
C  -0.300  2.624  2.273
N  0.531  2.174  3.272
C  1.406  1.234  3.035
N  2.244  0.873  4.090
N  1.539  0.593  1.804
B  -2.600  1.375  -1.629
O  -3.804  0.833  -1.233
O  -2.234  1.538  -2.959
H  0.139  -3.903  0.703
H  1.425  -3.559  1.869
H  1.840  -4.380  0.396
H  -1.146  -1.966  -1.643
H  -0.155  -3.402  -1.402
H  0.841  -3.026  -3.495
H  -0.386  -1.751  -3.738
H  1.306  -0.186  -3.636
H  2.548  -1.366  -3.130
H  2.297  -0.142  -1.081
H  -1.027  -0.254  -0.256
H  -1.157  2.673  -0.725
H  -2.850  2.853  0.876
H  -3.166  1.154  0.874
H  -1.246  0.662  2.268
H  -2.164  1.865  3.079
H  -0.566  3.676  2.488
H  0.307  2.609  1.363
H  2.843  0.089  4.043
H  1.953  1.071  5.035
H  0.846  0.697  1.046
H  2.159  -0.155  1.584
H  -4.215  0.565  -2.092
H  -1.271  1.669  -2.968

Values from the calculation:
SMILES: CC(=O)N1CCC[C@H]1C(=O)N[C@H](CCCN=C(N)N)B(O)O
Kohn-Sham gap, eV: 8.047
HOMO energy, eV: -7.766
Charge: 0
Spin multiplicity: 1
Energy above the lowest of the compared OMol25 structures with the same formula, charge and spin, eV: 0.000

---

# 2
A molecular structure, C28H26N3OPdSSb. Source: OMol25; level of theory: the ωB97M-V functional and the def2-TZVPD basis.

Cartesian coordinates (Å):
Pd  -0.952  -0.370  -1.528
C  -2.695  0.379  0.495
C  -2.619  -1.114  0.544
C  -3.351  -1.847  1.492
C  -3.253  -3.240  1.505
C  -2.432  -3.888  0.581
C  -1.719  -3.127  -0.347
N  -1.826  -1.770  -0.346
Sb  -0.452  -4.060  -1.782
C  1.120  -2.674  -1.403
C  2.436  -3.109  -1.236
C  3.436  -2.168  -0.989
C  3.112  -0.811  -0.912
C  1.778  -0.412  -1.086
C  1.387  1.030  -1.012
N  0.822  -1.349  -1.326
C  -1.230  -2.858  -3.358
C  -1.587  -3.424  -4.584
C  -2.093  -2.600  -5.590
C  -2.236  -1.230  -5.363
C  -1.866  -0.697  -4.119
C  -2.001  0.765  -3.832
N  -1.375  -1.521  -3.154
H  -3.377  0.779  1.276
H  -3.071  0.698  -0.499
H  -1.684  0.806  0.656
H  -3.988  -1.347  2.211
H  -3.812  -3.816  2.231
H  -2.351  -4.967  0.585
H  2.679  -4.162  -1.296
H  4.461  -2.489  -0.857
H  3.891  -0.084  -0.720
H  2.264  1.682  -0.812
H  0.648  1.172  -0.196
H  0.929  1.339  -1.974
H  -1.474  -4.487  -4.752
H  -2.375  -3.024  -6.546
H  -2.629  -0.594  -6.147
H  -2.413  1.316  -4.705
H  -1.006  1.188  -3.585
H  -2.683  0.911  -2.969
C  4.715  3.384  4.452
C  3.606  4.382  4.626
O  3.600  5.403  3.955
S  2.251  4.071  5.779
C  1.347  3.233  4.489
C  1.641  1.894  4.219
C  1.074  1.268  3.116
C  0.200  1.975  2.289
C  -0.155  3.296  2.591
C  0.426  3.929  3.694
C  -0.228  1.356  1.079
C  -0.530  0.753  0.089
H  5.441  3.730  3.685
H  4.314  2.408  4.115
H  5.246  3.243  5.415
H  2.351  1.352  4.828
H  1.356  0.249  2.880
H  -0.829  3.850  1.947
H  0.196  4.967  3.899
H  -2.433  0.430  -1.697

Values from the calculation:
Kohn-Sham gap (alpha / beta), eV: 3.950 / 6.205
HOMO energy (alpha / beta), eV: -4.012 / -6.680
Charge: 0
Spin multiplicity: 3
Energy above the lowest of the compared OMol25 structures with the same formula, charge and spin, eV: 1.590

---

# 3
A molecular structure, C3H2Li2O3Pd. Source: OMol25; level of theory: the ωB97M-V functional and the def2-TZVPD basis.

Cartesian coordinates (Å):
C  0.511  -0.072  -1.159
C  -0.620  0.001  -0.484
O  1.252  0.156  -2.055
H  -1.388  0.688  -0.846
H  -0.543  -0.234  0.589
Pd  2.964  2.814  -2.920
Li  3.038  0.759  -1.948
O  -0.987  -2.482  1.159
C  -0.886  -1.463  1.834
O  -1.656  -0.955  2.679
Li  -1.684  0.788  3.152

Values from the calculation:
Kohn-Sham gap (alpha / beta), eV: 5.647 / 6.245
HOMO energy (alpha / beta), eV: -9.541 / -12.463
Charge: +1
Spin multiplicity: 4
Energy above the lowest of the compared OMol25 structures with the same formula, charge and spin, eV: 0.000

---

# 4
A molecular structure, C23H32O2PS2TeV. Source: OMol25; level of theory: the ωB97M-V functional and the def2-TZVPD basis.

Cartesian coordinates (Å):
V  0.937  0.402  0.461
Te  2.906  -0.366  -1.147
C  3.075  -2.117  0.015
C  4.120  -2.472  0.819
C  3.871  -3.650  1.576
C  2.633  -4.168  1.353
S  1.786  -3.250  0.178
H  5.039  -1.902  0.873
H  4.585  -4.094  2.257
H  2.201  -5.057  1.788
C  3.119  0.109  3.265
C  1.902  -0.776  3.123
O  0.778  -0.076  2.517
C  -0.005  0.687  3.460
C  -1.236  1.230  2.780
H  3.930  -0.475  3.704
H  2.935  0.965  3.915
H  3.456  0.458  2.286
H  1.560  -1.170  4.079
H  2.113  -1.620  2.461
H  0.615  1.487  3.868
H  -0.283  0.015  4.272
H  -0.962  1.893  1.955
H  -1.825  1.811  3.488
H  -1.849  0.420  2.387
O  -0.979  -0.384  0.059
S  -1.133  -1.414  -1.052
C  -1.253  -0.441  -2.542
C  -0.799  -1.010  -3.721
C  -0.850  -0.265  -4.891
C  -1.335  1.034  -4.863
C  -1.773  1.598  -3.669
C  -1.734  0.860  -2.498
C  -2.805  -1.991  -0.866
C  -3.043  -3.318  -1.192
C  -4.335  -3.814  -1.088
C  -5.358  -2.986  -0.651
C  -5.101  -1.661  -0.313
C  -3.819  -1.154  -0.422
H  -0.393  -2.016  -3.722
H  -0.498  -0.695  -5.820
H  -1.368  1.616  -5.775
H  -2.151  2.613  -3.657
H  -2.065  1.277  -1.555
H  -2.227  -3.956  -1.513
H  -4.539  -4.846  -1.339
H  -6.364  -3.374  -0.566
H  -5.905  -1.027  0.036
H  -3.593  -0.129  -0.155
C  2.096  3.154  -1.712
P  1.256  2.844  -0.129
C  -0.243  3.873  -0.255
C  2.285  3.736  1.082
H  2.134  4.220  -1.935
H  1.571  2.636  -2.515
H  3.114  2.765  -1.661
H  -0.005  4.902  -0.525
H  -0.776  3.878  0.696
H  -0.904  3.453  -1.015
H  2.507  4.749  0.747
H  3.222  3.197  1.226
H  1.763  3.790  2.038

Values from the calculation:
Kohn-Sham gap (alpha / beta), eV: 7.495 / 7.747
HOMO energy (alpha / beta), eV: -9.818 / -10.072
Charge: +1
Spin multiplicity: 4

---

# 5
A single C5H9NO2S molecule. Source: OMol25; level of theory: the ωB97M-V functional and the def2-TZVPD basis.

Cartesian coordinates (Å):
C  -0.747  -1.237  0.690
C  0.643  -1.908  0.440
C  1.267  -1.337  -0.749
C  -0.023  1.268  0.306
C  -0.416  2.063  -0.866
N  -0.860  0.109  0.716
O  -1.725  -1.909  0.876
O  0.710  -1.548  -1.960
S  0.883  2.100  1.596
H  1.219  -1.601  1.285
H  0.430  -2.881  0.270
H  2.035  -0.630  -0.911
H  0.413  2.678  -1.016
H  -1.438  2.691  -0.567
H  -0.634  1.488  -1.879
H  -1.624  0.552  1.168
H  -0.259  -1.602  -2.044
H  0.129  1.704  2.644

Values from the calculation:
Kohn-Sham gap (alpha / beta), eV: 6.902 / 8.542
HOMO energy (alpha / beta), eV: -7.212 / -8.011
Charge: 0
Spin multiplicity: 1
Energy above the lowest of the compared OMol25 structures with the same formula, charge and spin, eV: 4.624

---

What did the first record say?
A single C12H24BN5O4 molecule. Source: OMol25; level of theory: the ωB97M-V functional and the def2-TZVPD basis.

Cartesian coordinates (Å):
C  1.190  -3.591  0.803
C  1.551  -2.266  0.175
O  2.630  -1.804  0.496
N  0.730  -1.579  -0.759
C  -0.145  -2.350  -1.681
C  0.428  -2.102  -3.065
C  1.521  -1.000  -2.934
C  1.315  -0.446  -1.518
C  0.386  0.758  -1.468
O  0.604  1.672  -2.233
N  -0.623  0.679  -0.534
C  -1.617  1.720  -0.452
C  -2.354  1.869  0.880
C  -1.552  1.708  2.179
C  -0.300  2.624  2.273
N  0.531  2.174  3.272
C  1.406  1.234  3.035
N  2.244  0.873  4.090
N  1.539  0.593  1.804
B  -2.600  1.375  -1.629
O  -3.804  0.833  -1.233
O  -2.234  1.538  -2.959
H  0.139  -3.903  0.703
H  1.425  -3.559  1.869
H  1.840  -4.380  0.396
H  -1.146  -1.966  -1.643
H  -0.155  -3.402  -1.402
H  0.841  -3.026  -3.495
H  -0.386  -1.751  -3.738
H  1.306  -0.186  -3.636
H  2.548  -1.366  -3.130
H  2.297  -0.142  -1.081
H  -1.027  -0.254  -0.256
H  -1.157  2.673  -0.725
H  -2.850  2.853  0.876
H  -3.166  1.154  0.874
H  -1.246  0.662  2.268
H  -2.164  1.865  3.079
H  -0.566  3.676  2.488
H  0.307  2.609  1.363
H  2.843  0.089  4.043
H  1.953  1.071  5.035
H  0.846  0.697  1.046
H  2.159  -0.155  1.584
H  -4.215  0.565  -2.092
H  -1.271  1.669  -2.968

Values from the calculation:
SMILES: CC(=O)N1CCC[C@H]1C(=O)N[C@H](CCCN=C(N)N)B(O)O
Kohn-Sham gap, eV: 8.047
HOMO energy, eV: -7.766
Charge: 0
Spin multiplicity: 1
Energy above the lowest of the compared OMol25 structures with the same formula, charge and spin, eV: 0.000

---

What did the fifth record say?
A single C5H9NO2S molecule. Source: OMol25; level of theory: the ωB97M-V functional and the def2-TZVPD basis.

Cartesian coordinates (Å):
C  -0.747  -1.237  0.690
C  0.643  -1.908  0.440
C  1.267  -1.337  -0.749
C  -0.023  1.268  0.306
C  -0.416  2.063  -0.866
N  -0.860  0.109  0.716
O  -1.725  -1.909  0.876
O  0.710  -1.548  -1.960
S  0.883  2.100  1.596
H  1.219  -1.601  1.285
H  0.430  -2.881  0.270
H  2.035  -0.630  -0.911
H  0.413  2.678  -1.016
H  -1.438  2.691  -0.567
H  -0.634  1.488  -1.879
H  -1.624  0.552  1.168
H  -0.259  -1.602  -2.044
H  0.129  1.704  2.644

Values from the calculation:
Kohn-Sham gap (alpha / beta), eV: 6.902 / 8.542
HOMO energy (alpha / beta), eV: -7.212 / -8.011
Charge: 0
Spin multiplicity: 1
Energy above the lowest of the compared OMol25 structures with the same formula, charge and spin, eV: 4.624

---

Please write out number 2 again, unchanged.
A molecular structure, C28H26N3OPdSSb. Source: OMol25; level of theory: the ωB97M-V functional and the def2-TZVPD basis.

Cartesian coordinates (Å):
Pd  -0.952  -0.370  -1.528
C  -2.695  0.379  0.495
C  -2.619  -1.114  0.544
C  -3.351  -1.847  1.492
C  -3.253  -3.240  1.505
C  -2.432  -3.888  0.581
C  -1.719  -3.127  -0.347
N  -1.826  -1.770  -0.346
Sb  -0.452  -4.060  -1.782
C  1.120  -2.674  -1.403
C  2.436  -3.109  -1.236
C  3.436  -2.168  -0.989
C  3.112  -0.811  -0.912
C  1.778  -0.412  -1.086
C  1.387  1.030  -1.012
N  0.822  -1.349  -1.326
C  -1.230  -2.858  -3.358
C  -1.587  -3.424  -4.584
C  -2.093  -2.600  -5.590
C  -2.236  -1.230  -5.363
C  -1.866  -0.697  -4.119
C  -2.001  0.765  -3.832
N  -1.375  -1.521  -3.154
H  -3.377  0.779  1.276
H  -3.071  0.698  -0.499
H  -1.684  0.806  0.656
H  -3.988  -1.347  2.211
H  -3.812  -3.816  2.231
H  -2.351  -4.967  0.585
H  2.679  -4.162  -1.296
H  4.461  -2.489  -0.857
H  3.891  -0.084  -0.720
H  2.264  1.682  -0.812
H  0.648  1.172  -0.196
H  0.929  1.339  -1.974
H  -1.474  -4.487  -4.752
H  -2.375  -3.024  -6.546
H  -2.629  -0.594  -6.147
H  -2.413  1.316  -4.705
H  -1.006  1.188  -3.585
H  -2.683  0.911  -2.969
C  4.715  3.384  4.452
C  3.606  4.382  4.626
O  3.600  5.403  3.955
S  2.251  4.071  5.779
C  1.347  3.233  4.489
C  1.641  1.894  4.219
C  1.074  1.268  3.116
C  0.200  1.975  2.289
C  -0.155  3.296  2.591
C  0.426  3.929  3.694
C  -0.228  1.356  1.079
C  -0.530  0.753  0.089
H  5.441  3.730  3.685
H  4.314  2.408  4.115
H  5.246  3.243  5.415
H  2.351  1.352  4.828
H  1.356  0.249  2.880
H  -0.829  3.850  1.947
H  0.196  4.967  3.899
H  -2.433  0.430  -1.697

Values from the calculation:
Kohn-Sham gap (alpha / beta), eV: 3.950 / 6.205
HOMO energy (alpha / beta), eV: -4.012 / -6.680
Charge: 0
Spin multiplicity: 3
Energy above the lowest of the compared OMol25 structures with the same formula, charge and spin, eV: 1.590